#P
{
  "formula": "C38H34Cl2IrN6O2SSi2",
  "method": "ωB97M-V with the def2-TZVPD basis set",
  "elements": ["Ir", "Cl", "C", "C", "C", "N", "C", "O", "C", "C", "C", "C", "C", "N", "C", "C", "C", "Cl", "N", "C", "O", "C", "C", "C", "C", "C", "N", "H", "H", "H", "H", "H", "H", "H", "H", "H", "H", "C", "Si", "C", "C", "C", "C", "C", "C", "C", "Si", "C", "C", "H", "H", "H", "H", "H", "H", "H", "H", "H", "H", "H", "H", "H", "H", "H", "H", "S", "C", "C", "C", "N", "C", "C", "C", "C", "C", "N", "C", "C", "H", "H", "H", "H", "H", "H", "H", "H"],
  "positions_angstrom": [[0.02, -0.30, -0.52], [1.03, -2.33, 5.96], [1.33, -1.82, 4.33], [0.28, -1.82, 3.43], [0.48, -1.39, 2.12], [-0.54, -1.32, 1.17], [-1.81, -1.70, 1.36], [-2.29, -2.33, 2.29], [-2.69, -1.26, 0.23], [-4.04, -1.56, 0.29], [-4.86, -1.21, -0.77], [-4.28, -0.60, -1.87], [-2.93, -0.33, -1.85], [-2.13, -0.61, -0.81], [1.76, -0.93, 1.70], [2.81, -0.98, 2.62], [2.59, -1.43, 3.91], [3.94, -1.46, 5.00], [1.88, -0.49, 0.35], [3.02, 0.13, -0.07], [3.84, 0.65, 0.67], [3.33, 0.20, -1.55], [4.57, 0.75, -1.89], [4.97, 0.75, -3.21], [4.12, 0.19, -4.16], [2.91, -0.31, -3.74], [2.51, -0.30, -2.47], [-0.69, -2.16, 3.74], [-4.39, -2.08, 1.17], [-5.92, -1.43, -0.74], [-4.85, -0.34, -2.74], [-2.46, 0.10, -2.73], [3.79, -0.66, 2.35], [5.19, 1.15, -1.10], [5.92, 1.16, -3.50], [4.39, 0.15, -5.20], [2.21, -0.74, -4.45], [1.26, 2.57, -2.61], [-0.14, 1.33, -2.29], [-1.53, 2.60, -2.01], [-0.43, 0.23, -3.82], [-0.72, 0.82, -5.05], [-0.95, 0.05, -6.18], [-0.90, -1.34, -6.09], [-0.62, -1.93, -4.87], [-0.37, -1.17, -3.72], [0.04, -2.08, -2.08], [-1.32, -3.36, -1.78], [1.57, -3.18, -2.26], [0.87, 3.35, -3.27], [2.16, 2.17, -3.05], [1.53, 3.06, -1.67], [-1.66, 3.17, -2.93], [-1.20, 3.30, -1.24], [-2.51, 2.23, -1.72], [-0.75, 1.90, -5.14], [-1.16, 0.52, -7.13], [-1.09, -1.95, -6.96], [-0.58, -3.02, -4.81], [-1.11, -4.25, -2.37], [-2.33, -3.02, -2.04], [-1.33, -3.67, -0.73], [1.34, -3.99, -2.96], [1.78, -3.64, -1.30], [2.47, -2.69, -2.60], [-0.67, 3.84, 4.93], [-0.50, 3.02, 3.36], [-1.61, 2.59, 2.64], [-1.40, 1.85, 1.49], [-0.19, 1.53, 1.03], [0.87, 2.00, 1.69], [0.76, 2.75, 2.85], [-0.93, 2.37, 5.91], [-2.21, 1.88, 6.15], [-2.34, 0.72, 6.90], [-1.31, 0.06, 7.42], [-0.09, 0.55, 7.19], [0.15, 1.70, 6.45], [-2.61, 2.80, 2.98], [-2.24, 1.46, 0.93], [1.85, 1.74, 1.31], [1.65, 3.07, 3.37], [-3.08, 2.38, 5.76], [-3.32, 0.31, 7.09], [0.74, -0.01, 7.61], [1.16, 2.05, 6.29]],
  "lowdin_spin": [0.56, 0.00, 0.00, 0.01, 0.01, 0.09, 0.01, 0.02, 0.00, 0.00, 0.00, 0.00, 0.00, 0.00, 0.00, 0.00, 0.01, 0.00, 0.04, 0.01, 0.00, 0.01, 0.00, 0.00, 0.00, 0.00, 0.05, 0.00, 0.00, 0.00, 0.00, 0.00, 0.00, 0.00, 0.00, 0.00, 0.00, 0.02, 0.11, 0.00, 0.03, 0.00, 0.00, 0.00, 0.00, 0.01, 0.01, 0.00, 0.00, 0.00, 0.00, 0.00, 0.00, 0.00, 0.00, 0.00, 0.00, 0.00, 0.00, 0.00, 0.00, 0.00, 0.00, 0.00, 0.00, 0.00, 0.00, 0.00, 0.00, 0.00, 0.00, 0.00, 0.00, 0.00, 0.00, 0.00, 0.00, 0.00, 0.00, 0.00, 0.00, 0.00, 0.00, 0.00, 0.00, 0.00],
  "charge": 0,
  "spin_multiplicity": 2,
  "s2": 0.75,
  "orbital_gap_ev": [6.99, 5.86],
  "e_homo_ev": [-7.5, -7.5]
}

=====

#Q
{
  "formula": "C38H34Cl2IrN6O2SSi2",
  "method": "ωB97M-V with the def2-TZVPD basis set",
  "elements": ["Ir", "Cl", "C", "C", "C", "N", "C", "O", "C", "C", "C", "C", "C", "N", "C", "C", "C", "Cl", "N", "C", "O", "C", "C", "C", "C", "C", "N", "H", "H", "H", "H", "H", "H", "H", "H", "H", "H", "C", "Si", "C", "C", "C", "C", "C", "C", "C", "Si", "C", "C", "H", "H", "H", "H", "H", "H", "H", "H", "H", "H", "H", "H", "H", "H", "H", "H", "S", "C", "C", "C", "N", "C", "C", "C", "C", "C", "N", "C", "C", "H", "H", "H", "H", "H", "H", "H", "H"],
  "positions_angstrom": [[-0.56, -0.29, -0.44], [2.93, -0.92, 5.99], [1.75, -0.97, 4.71], [2.09, -0.48, 3.46], [1.18, -0.45, 2.42], [1.68, 0.13, 1.24], [1.04, 0.99, 0.53], [1.59, 1.32, -0.69], [-0.06, 1.93, 0.87], [-0.40, 2.95, -0.11], [-1.18, 4.03, 0.47], [-1.67, 3.94, 1.74], [-1.36, 2.82, 2.54], [-0.55, 1.89, 2.11], [-0.09, -1.04, 2.58], [-0.42, -1.53, 3.84], [0.48, -1.48, 4.90], [-0.04, -2.08, 6.45], [-0.95, -1.16, 1.46], [-2.05, -1.92, 1.50], [-2.56, -2.56, 2.42], [-2.76, -2.01, 0.15], [-3.81, -2.91, 0.00], [-4.41, -3.04, -1.24], [-3.97, -2.25, -2.29], [-2.93, -1.37, -2.06], [-2.34, -1.25, -0.86], [3.08, -0.06, 3.30], [0.44, 3.30, -0.71], [-1.37, 4.91, -0.13], [-2.25, 4.75, 2.15], [-1.74, 2.74, 3.56], [-1.38, -1.97, 4.01], [-4.10, -3.49, 0.87], [-5.22, -3.74, -1.38], [-4.40, -2.32, -3.28], [-2.54, -0.73, -2.84], [-0.42, -3.39, -2.03], [0.65, -2.10, -1.17], [1.44, -3.03, 0.26], [2.14, -1.77, -2.31], [2.40, -2.83, -3.19], [3.58, -2.93, -3.92], [4.55, -1.95, -3.79], [4.30, -0.87, -2.96], [3.11, -0.75, -2.23], [3.09, 0.90, -1.35], [4.46, 1.05, -0.11], [3.24, 2.21, -2.66], [0.06, -4.38, -2.00], [-0.64, -3.16, -3.07], [-1.37, -3.50, -1.50], [1.97, -3.89, -0.15], [0.69, -3.39, 0.97], [2.15, -2.41, 0.81], [1.68, -3.62, -3.31], [3.74, -3.78, -4.58], [5.49, -2.02, -4.33], [5.06, -0.10, -2.89], [5.43, 0.93, -0.59], [4.35, 0.29, 0.66], [4.44, 2.03, 0.38], [4.24, 2.25, -3.09], [3.02, 3.20, -2.25], [2.55, 2.01, -3.48], [-4.06, 2.98, -5.01], [-3.04, 2.59, -3.62], [-1.66, 2.59, -3.80], [-0.84, 2.44, -2.69], [-1.35, 2.31, -1.46], [-2.67, 2.25, -1.30], [-3.55, 2.37, -2.35], [-5.45, 1.93, -4.66], [-6.65, 2.46, -4.23], [-7.71, 1.59, -4.00], [-7.64, 0.28, -4.18], [-6.47, -0.22, -4.60], [-5.35, 0.55, -4.86], [-1.21, 2.67, -4.78], [0.24, 2.39, -2.76], [-3.00, 2.08, -0.28], [-4.61, 2.30, -2.17], [-6.76, 3.52, -4.07], [-8.66, 1.98, -3.66], [-6.44, -1.29, -4.75], [-4.44, 0.10, -5.21]],
  "lowdin_spin": [0.65, 0.00, 0.00, 0.01, 0.00, 0.09, 0.00, -0.01, 0.01, 0.00, 0.00, 0.01, 0.00, 0.00, 0.02, 0.00, 0.01, 0.00, 0.09, 0.01, 0.00, 0.00, 0.00, 0.00, 0.00, 0.01, 0.02, 0.00, 0.00, 0.00, 0.00, 0.00, 0.00, 0.00, 0.00, 0.00, 0.01, 0.00, 0.01, 0.00, 0.00, 0.00, 0.00, 0.00, 0.00, 0.00, 0.00, 0.00, 0.00, 0.00, 0.00, 0.00, 0.00, 0.00, 0.00, 0.00, 0.00, 0.00, 0.00, 0.00, 0.00, 0.00, 0.00, 0.00, 0.00, 0.00, 0.00, 0.00, 0.02, 0.03, 0.00, 0.00, 0.00, 0.00, 0.00, 0.00, 0.00, 0.00, 0.00, 0.00, 0.00, 0.00, 0.00, 0.00, 0.00, 0.00],
  "charge": 0,
  "spin_multiplicity": 2,
  "s2": 0.76,
  "orbital_gap_ev": [5.36, 5.89],
  "e_homo_ev": [-6.5, -7.0]
}

=====

Relative stability in eV, measured from the most stable structure: #P 0.000; #Q 3.714

=====

#P
{
  "formula": "C2H5N2O2S",
  "method": "ωB97M-V with the def2-TZVPD basis set",
  "elements": ["C", "C", "N", "N", "O", "O", "S", "H", "H", "H", "H", "H"],
  "positions_angstrom": [[1.89, -0.22, -0.28], [-0.57, -0.43, 0.27], [-0.92, 0.79, 0.71], [-1.12, -1.24, -0.55], [4.21, 0.47, -0.11], [-2.29, 1.19, 0.91], [2.93, 0.63, 0.63], [1.65, -0.63, -1.22], [-0.41, 1.44, 1.21], [-0.54, -2.08, -0.87], [-2.04, -1.07, -0.84], [-2.80, 1.15, 0.15]],
  "nbo_charge": [-0.38, 0.51, -0.30, -0.77, -0.77, -0.52, 1.22, 0.22, 0.43, 0.46, 0.42, 0.48],
  "charge": 1,
  "spin_multiplicity": 1,
  "orbital_gap_ev": [7.89, 8.14],
  "e_homo_ev": [-14.5, -14.4]
}

=====

#Q
{
  "formula": "C2H5N2O2S",
  "method": "ωB97M-V with the def2-TZVPD basis set",
  "elements": ["S", "O", "C", "N", "C", "N", "O", "H", "H", "H", "H", "H"],
  "positions_angstrom": [[1.62, -2.24, 1.51], [0.69, -0.83, 1.17], [0.07, -0.78, -0.02], [-0.80, 0.38, -0.06], [-0.23, 1.37, -0.71], [0.84, 0.97, -1.33], [1.08, -0.36, -1.14], [0.89, -2.61, 2.57], [-0.37, -1.72, -0.37], [-1.59, 0.47, 0.56], [-0.59, 2.39, -0.76], [1.51, 1.47, -1.90]],
  "nbo_charge": [0.34, -0.63, 0.50, -0.56, 0.33, -0.20, -0.32, 0.13, 0.22, 0.46, 0.27, 0.46],
  "charge": 1,
  "spin_multiplicity": 1,
  "orbital_gap_ev": 9.75,
  "smiles": "SO[C@H]1[NH+]=CNO1",
  "e_homo_ev": -13.6
}

=====

#R
{
  "formula": "C2H5N2O2S",
  "method": "ωB97M-V with the def2-TZVPD basis set",
  "elements": ["C", "C", "N", "N", "O", "O", "S", "H", "H", "H", "H", "H"],
  "positions_angstrom": [[0.06, 0.22, -0.82], [-0.14, -0.41, 0.40], [0.91, -0.31, -1.76], [-1.02, 0.88, 1.65], [1.48, 0.39, -2.51], [1.18, -1.58, -1.77], [0.40, -1.63, 1.25], [-0.16, 1.28, -1.05], [-0.48, 0.55, 2.42], [-2.02, 0.80, 1.72], [-0.86, 1.89, 1.49], [0.65, -2.08, -1.01]],
  "nbo_charge": [-0.32, -0.01, 0.52, -0.84, -0.21, -0.42, 0.20, 0.28, 0.42, 0.43, 0.42, 0.52],
  "charge": 1,
  "spin_multiplicity": 1,
  "orbital_gap_ev": [8.18, 8.18],
  "e_homo_ev": [-14.0, -14.0]
}

=====

Relative stability in eV, measured from the most stable structure: #P 5.289; #Q 0.000; #R 2.700

=====

#P
{
  "formula": "C3H11NO",
  "method": "ωB97M-V with the def2-TZVPD basis set",
  "elements": ["C", "C", "O", "C", "H", "H", "H", "H", "H", "H", "H", "H", "N", "H", "H", "H"],
  "positions_angstrom": [[-1.50, 0.78, 0.98], [-0.07, 0.51, 1.38], [0.74, 0.05, 0.35], [1.13, 0.83, -0.74], [-1.91, 1.35, 1.78], [-1.96, -0.22, 1.04], [-1.59, 1.36, 0.02], [0.19, 1.54, 1.59], [0.07, -0.13, 2.23], [0.27, 1.02, -1.38], [1.79, 1.71, -0.45], [1.98, 0.43, -1.37], [0.09, -2.25, -1.68], [-0.62, -2.58, -1.09], [0.99, -2.93, -1.53], [0.40, -1.48, -1.15]],
  "nbo_charge": [-0.64, -0.05, -0.56, -0.28, 0.21, 0.21, 0.22, 0.15, 0.19, 0.18, 0.18, 0.20, -1.05, 0.34, 0.34, 0.36],
  "charge": 0,
  "spin_multiplicity": 1,
  "orbital_gap_ev": 10.71,
  "smiles": "CCOC.N",
  "e_homo_ev": -9.8
}

=====

#Q
{
  "formula": "C3H11NO",
  "method": "ωB97M-V with the def2-TZVPD basis set",
  "elements": ["C", "N", "C", "C", "H", "H", "H", "H", "H", "H", "H", "H", "H", "O", "H", "H"],
  "positions_angstrom": [[0.87, 0.83, -0.99], [0.01, -0.02, -0.20], [-1.35, 0.03, -0.69], [0.48, -1.39, -0.23], [0.66, 1.88, -0.75], [0.67, 0.71, -2.06], [1.92, 0.61, -0.83], [-2.01, -0.51, 0.00], [-1.70, 1.04, -0.76], [-1.47, -0.47, -1.67], [-0.11, -2.05, 0.41], [1.53, -1.43, 0.05], [0.44, -1.83, -1.24], [0.10, 0.76, 3.36], [-0.75, 0.83, 2.92], [0.73, 1.03, 2.69]],
  "nbo_charge": [-0.42, -0.44, -0.42, -0.41, 0.20, 0.16, 0.20, 0.20, 0.20, 0.16, 0.20, 0.20, 0.16, -0.94, 0.47, 0.47],
  "charge": 0,
  "spin_multiplicity": 1,
  "orbital_gap_ev": 9.74,
  "smiles": "CN(C)C.O",
  "e_homo_ev": -8.9
}

=====

Relative stability in eV, measured from the most stable structure: #P 1.218; #Q 0.000

=====

#P
{
  "formula": "C3H11NO",
  "method": "ωB97M-V with the def2-TZVPD basis set",
  "elements": ["C", "C", "C", "N", "H", "H", "H", "H", "H", "H", "H", "H", "H", "O", "H", "H"],
  "positions_angstrom": [[0.73, -1.44, -1.19], [-0.08, -2.17, -0.15], [-1.24, -1.05, 0.04], [-0.70, -0.21, 1.20], [0.41, -0.45, -1.54], [0.90, -1.98, -2.02], [1.86, -1.34, -0.83], [-0.22, -3.31, -0.33], [0.38, -2.39, 0.88], [-2.17, -1.56, 0.31], [-1.44, -0.58, -0.91], [-0.03, 0.51, 0.85], [-0.06, -0.56, 1.87], [0.70, 5.42, 1.00], [0.28, 4.84, 0.33], [0.67, 6.25, 0.51]],
  "nbo_charge": [-0.62, -0.44, -0.20, -0.85, 0.20, 0.21, 0.20, 0.21, 0.20, 0.19, 0.20, 0.35, 0.36, -0.93, 0.46, 0.46],
  "charge": 0,
  "spin_multiplicity": 1,
  "orbital_gap_ev": 9.80,
  "smiles": "CCCN.O",
  "e_homo_ev": -9.0
}

=====

#Q
{
  "formula": "C3H11NO",
  "method": "ωB97M-V with the def2-TZVPD basis set",
  "elements": ["C", "C", "N", "C", "H", "H", "H", "H", "H", "H", "H", "H", "H", "O", "H", "H"],
  "positions_angstrom": [[1.18, 1.55, 0.22], [0.17, 0.63, 0.93], [-0.82, 0.15, -0.03], [-1.90, -0.63, 0.65], [2.17, 1.13, 0.17], [1.25, 2.52, 0.71], [0.86, 1.73, -0.81], [-0.36, 1.21, 1.70], [0.69, -0.21, 1.34], [-1.32, 0.89, -0.48], [-2.04, -1.65, 0.32], [-1.75, -0.64, 1.73], [-2.81, -0.05, 0.53], [1.20, -2.33, -2.34], [1.93, -2.67, -2.86], [1.54, -1.62, -1.78]],
  "nbo_charge": [-0.62, -0.22, -0.63, -0.42, 0.21, 0.21, 0.21, 0.16, 0.19, 0.35, 0.20, 0.18, 0.18, -0.94, 0.47, 0.47],
  "charge": 0,
  "spin_multiplicity": 1,
  "orbital_gap_ev": 9.78,
  "smiles": "CCNC.O",
  "e_homo_ev": -8.8
}

=====

Relative stability in eV, measured from the most stable structure: #P 1.521; #Q 0.000